Below is a structure of composition C30H23N5ORhS4, with properties calculated with ωB97M-V/def2-TZVPD.

Structure (XYZ):
```
64
C30H23N5ORhS4 ωB97M-V/def2-TZVPD
Rh -1.05 1.01 -0.42
C 1.70 -2.04 0.92
C 0.50 -1.13 0.84
N 0.56 -0.02 0.18
N 1.83 0.47 -0.16
C 1.83 1.74 -0.31
S 0.47 2.80 -0.23
S 3.40 2.51 -0.65
C 4.16 2.53 1.01
C 4.52 1.21 1.62
C 5.59 0.47 1.12
C 5.94 -0.74 1.69
C 5.24 -1.22 2.79
C 4.18 -0.49 3.29
C 3.82 0.71 2.70
C -0.71 -1.48 1.58
C -0.84 -2.79 2.07
C -1.86 -3.17 2.91
C -2.79 -2.20 3.31
C -2.69 -0.91 2.86
C -1.69 -0.50 1.95
O -1.73 0.73 1.52
H 2.57 -1.58 0.47
H 1.45 -2.95 0.36
H 1.91 -2.32 1.94
H 3.50 3.09 1.68
H 5.05 3.13 0.85
H 6.14 0.84 0.26
H 6.77 -1.31 1.29
H 5.52 -2.17 3.24
H 3.61 -0.86 4.14
H 2.97 1.27 3.09
H -0.11 -3.53 1.78
H -1.94 -4.19 3.25
H -3.59 -2.47 3.98
H -3.41 -0.16 3.15
S -2.37 -0.89 -1.12
C -1.15 -1.63 -2.12
C -1.06 -3.02 -2.25
C -0.09 -3.61 -3.05
C -0.03 -5.04 -3.15
N 0.00 -6.18 -3.21
C 0.82 -2.80 -3.74
C 0.75 -1.41 -3.61
C -0.22 -0.82 -2.81
S -0.31 0.93 -2.66
C 1.84 -3.38 -4.57
N 2.65 -3.83 -5.25
H -1.76 -3.64 -1.70
H 1.47 -0.79 -4.12
C -5.87 5.02 -1.52
C -4.77 4.03 -1.28
C -4.40 3.09 -2.24
C -3.36 2.21 -1.99
N -2.68 2.23 -0.84
C -3.03 3.12 0.10
C -4.06 4.02 -0.08
H -6.41 4.80 -2.44
H -5.47 6.03 -1.59
H -6.59 5.01 -0.69
H -4.93 3.04 -3.18
H -3.05 1.47 -2.70
H -2.46 3.07 1.02
H -4.30 4.72 0.71
```

Calculated values
Total charge   -1
Maximum force   0.72 eV/A
M   700.722 Da
Energy   -87335.049 eV
LUMO   2.2647 eV